C41H44N6P2PdSTe | the ωB97M-V functional and the def2-TZVPD basis

Element x y z (Å)
1 Pd 0.398 -0.815 -0.923
2 C -1.742 1.912 1.504
3 N -1.279 1.060 0.413
4 P -1.798 -0.548 0.064
5 C -3.307 -0.365 -0.951
6 C -4.067 -1.498 -1.246
7 C -5.199 -1.379 -2.033
8 C -5.573 -0.143 -2.540
9 C -4.825 0.984 -2.240
10 C -3.694 0.871 -1.450
11 C -2.504 -1.227 1.592
12 C -1.905 -2.336 2.180
13 C -2.450 -2.886 3.328
14 C -3.584 -2.326 3.893
15 C -4.200 -1.239 3.288
16 C -3.677 -0.696 2.129
17 P -0.203 1.613 -0.806
18 C 1.423 1.718 0.027
19 C 2.458 2.430 -0.583
20 C 3.739 2.357 -0.069
21 C 3.996 1.576 1.047
22 C 2.973 0.871 1.658
23 C 1.689 0.923 1.142
24 C -0.658 3.369 -1.021
25 C -0.171 4.363 -0.175
26 C -0.602 5.666 -0.342
27 C -1.496 5.987 -1.353
28 C -1.952 5.004 -2.216
29 C -1.531 3.697 -2.056
30 H -2.069 1.279 2.331
31 H -2.575 2.558 1.208
32 H -0.921 2.544 1.854
33 H -3.787 -2.463 -0.844
34 H -5.792 -2.253 -2.255
35 H -6.455 -0.062 -3.156
36 H -5.123 1.952 -2.610
37 H -3.111 1.745 -1.201
38 H -1.028 -2.772 1.723
39 H -1.993 -3.753 3.780
40 H -3.999 -2.739 4.801
41 H -5.095 -0.814 3.718
42 H -4.178 0.123 1.633
43 H 2.252 3.050 -1.448
44 H 4.545 2.902 -0.538
45 H 4.998 1.512 1.439
46 H 3.180 0.281 2.536
47 H 0.878 0.381 1.619
48 H 0.548 4.129 0.600
49 H -0.235 6.439 0.317
50 H -1.822 7.006 -1.481
51 H -2.627 5.255 -3.020
52 H -1.872 2.932 -2.743
53 C 2.362 -4.659 0.111
54 C 1.417 -3.748 -0.330
55 N 1.026 -2.711 0.408
56 C 1.553 -2.533 1.613
57 C 2.522 -3.386 2.149
58 C 2.927 -4.468 1.355
59 C 3.143 -3.255 3.455
60 C 3.085 -2.360 4.457
61 C 2.345 -1.132 4.696
62 C 2.761 -0.302 5.749
63 C 2.021 0.842 5.988
64 N 0.959 1.146 5.259
65 C 0.639 0.318 4.290
66 N 1.277 -0.790 3.968
67 H 2.651 -5.489 -0.516
68 H 0.946 -3.859 -1.303
69 H 1.162 -1.724 2.226
70 H 3.666 -5.163 1.721
71 H 3.838 -4.067 3.638
72 H 3.747 -2.577 5.288
73 H 3.624 -0.543 6.347
74 H 2.267 1.533 6.781
75 H -0.229 0.577 3.697
76 S 2.951 -0.954 -1.409
77 C 3.099 -0.201 -2.889
78 N 4.202 -0.210 -3.625
79 C 4.059 0.515 -4.871
80 C 2.616 1.053 -4.780
81 N 2.093 0.449 -3.549
82 H 5.019 -0.748 -3.390
83 H 4.208 -0.150 -5.725
84 H 4.791 1.325 -4.924
85 H 2.006 0.733 -5.628
86 H 2.598 2.144 -4.724
87 H 1.465 1.010 -2.976
88 C -1.258 -0.132 -4.104
89 Te 0.024 -1.722 -3.404
90 C -1.581 -3.156 -3.252
91 H -1.184 -0.027 -5.181
92 H -0.971 0.799 -3.620
93 H -2.281 -0.378 -3.836
94 H -2.473 -2.643 -2.898
95 H -1.305 -3.943 -2.552
96 H -1.767 -3.588 -4.232

Summary:
* E_LUMO (alpha / beta): -6.62 / -6.91 eV
* relative energy (zero: lowest compared OMol25 entry of this formula, charge and spin): 199.0 kJ/mol
* charge: +2
* Kohn-Sham gap (alpha / beta): 6.0 / 5.7 eV
* maximum force: 1.6 eV Å⁻¹

***

C41H45CdF3N2O8S | the ωB97M-V functional and the def2-TZVPD basis

Element x y z (Å)
1 Cd -0.057 -0.018 0.005
2 O 3.213 1.820 2.876
3 C 2.163 1.621 2.065
4 O 1.969 0.564 1.522
5 C 1.272 2.837 1.997
6 O 0.118 2.585 1.246
7 C 0.206 2.935 -0.146
8 C 1.529 2.350 -0.751
9 O 2.576 2.960 -0.535
10 O 1.352 1.238 -1.331
11 H 3.754 1.021 2.853
12 H 0.971 3.099 3.014
13 H 1.859 3.656 1.578
14 H -0.619 2.105 -1.643
15 H 0.161 4.024 -0.244
16 C 1.400 -4.616 1.979
17 C 1.393 -3.094 1.805
18 C 2.820 -2.553 1.651
19 C 0.673 -2.391 2.947
20 C 1.193 -2.548 4.223
21 C 0.687 -1.848 5.305
22 C -0.373 -0.983 5.092
23 C -0.958 -0.813 3.841
24 C -2.255 0.003 3.854
25 C -3.408 -0.959 4.184
26 C -2.632 0.826 2.623
27 C -0.437 -1.523 2.727
28 N -1.001 -1.339 1.467
29 C -1.415 -2.447 0.727
30 C -1.275 -2.527 -0.656
31 N -0.577 -1.601 -1.354
32 C -0.449 -1.623 -2.749
33 C -1.582 -1.422 -3.567
34 C -1.425 -1.394 -4.945
35 C -0.187 -1.593 -5.532
36 C 0.918 -1.823 -4.731
37 C 0.817 -1.837 -3.346
38 C 2.050 -2.164 -2.522
39 C 2.394 -3.652 -2.656
40 C 3.258 -1.302 -2.901
41 C -2.953 -1.177 -2.952
42 C -4.076 -1.887 -3.715
43 C -3.245 0.327 -2.874
44 C -1.875 -3.802 -1.108
45 C -1.990 -4.469 -2.300
46 C -2.673 -5.715 -2.317
47 C -3.198 -6.291 -1.189
48 C -3.049 -5.645 0.069
49 C -3.480 -6.117 1.345
50 C -3.219 -5.359 2.458
51 C -2.543 -4.113 2.415
52 C -2.126 -3.619 1.196
53 C -2.400 -4.425 0.051
54 H 1.881 -5.095 1.121
55 H 0.380 -4.992 2.053
56 H 1.943 -4.910 2.881
57 H 0.874 -2.877 0.874
58 H 3.428 -2.770 2.534
59 H 2.796 -1.472 1.499
60 H 3.300 -3.012 0.783
61 H 2.035 -3.216 4.374
62 H 1.108 -1.972 6.297
63 H -0.788 -0.442 5.939
64 H -2.162 0.703 4.693
65 H -3.554 -1.655 3.355
66 H -4.340 -0.408 4.341
67 H -3.187 -1.539 5.083
68 H -2.858 0.175 1.783
69 H -1.834 1.504 2.327
70 H -3.521 1.423 2.850
71 H -2.280 -1.193 -5.578
72 H -0.085 -1.565 -6.610
73 H 1.882 -1.997 -5.197
74 H 1.813 -1.975 -1.475
75 H 2.562 -3.913 -3.704
76 H 1.583 -4.275 -2.270
77 H 3.305 -3.882 -2.095
78 H 3.576 -1.495 -3.929
79 H 4.098 -1.523 -2.236
80 H 3.010 -0.249 -2.799
81 H -2.951 -1.575 -1.939
82 H -4.269 -1.410 -4.678
83 H -4.998 -1.839 -3.130
84 H -3.837 -2.938 -3.887
85 H -2.974 0.821 -3.806
86 H -2.685 0.791 -2.061
87 H -4.309 0.500 -2.686
88 H -1.576 -4.071 -3.217
89 H -2.784 -6.222 -3.269
90 H -3.721 -7.240 -1.254
91 H -3.997 -7.067 1.431
92 H -3.537 -5.731 3.427
93 H -2.347 -3.581 3.338
94 F -1.386 5.197 -2.262
95 C -1.948 4.395 -3.205
96 F -3.052 3.855 -2.622
97 F -2.406 5.223 -4.173
98 S -0.667 2.995 -3.891
99 O -1.292 2.720 -5.194
100 O 0.549 3.814 -3.967
101 O -0.906 2.326 -0.724

Summary:
* E_LUMO: 4.03 eV
* charge: -2
* Kohn-Sham gap: 5.1 eV
* maximum force: 0.8 eV Å⁻¹

***

C41H45F6N5SSb2SiZr | the ωB97M-V functional and the def2-TZVPD basis

Element x y z (Å)
1 Zr -0.748 -0.960 -0.630
2 C -1.503 -4.356 0.969
3 Si -0.009 -4.299 -0.144
4 C -0.350 -5.372 -1.635
5 C 1.489 -4.826 0.860
6 N 0.404 -2.601 -0.739
7 C 1.500 -2.536 -1.638
8 C 2.252 -3.599 -2.157
9 C 3.245 -3.368 -3.098
10 C 3.522 -2.094 -3.569
11 C 2.803 -1.010 -3.087
12 C 1.860 -1.298 -2.143
13 F 1.055 -0.252 -1.612
14 H -1.754 -5.422 1.007
15 H -2.390 -3.848 0.593
16 H -1.324 -4.030 1.991
17 H -1.293 -5.903 -1.487
18 H 0.425 -6.126 -1.790
19 H -0.451 -4.783 -2.546
20 H 1.642 -5.905 0.770
21 H 1.345 -4.619 1.923
22 H 2.419 -4.351 0.537
23 H 2.058 -4.612 -1.840
24 H 3.801 -4.213 -3.482
25 H 4.286 -1.938 -4.319
26 H 2.955 0.003 -3.433
27 C -2.063 4.042 -1.933
28 C -1.635 4.482 -0.535
29 C -0.255 4.035 -0.066
30 Sb -0.222 2.047 0.762
31 C -1.287 2.589 2.513
32 C -2.470 1.967 2.892
33 C -3.153 2.387 4.027
34 C -2.653 3.433 4.789
35 C -1.470 4.057 4.417
36 C -0.788 3.638 3.284
37 C 1.709 2.058 1.660
38 C 2.841 2.424 0.932
39 C 4.110 2.305 1.489
40 C 4.258 1.817 2.782
41 C 3.135 1.461 3.521
42 C 1.867 1.581 2.962
43 Sb -2.285 1.987 -2.619
44 C -0.216 1.822 -3.270
45 C 0.981 2.283 -2.721
46 C 2.102 2.486 -3.510
47 C 2.060 2.208 -4.872
48 C 0.897 1.705 -5.429
49 C -0.231 1.517 -4.634
50 C -3.124 1.214 -0.635
51 C -4.087 2.204 -0.355
52 C -5.151 2.012 0.511
53 C -5.337 0.794 1.144
54 C -4.411 -0.204 0.921
55 C -3.333 0.024 0.068
56 H -1.370 4.442 -2.679
57 H -3.031 4.494 -2.160
58 H -2.389 4.210 0.209
59 H -1.628 5.577 -0.548
60 H 0.070 4.650 0.773
61 H 0.481 4.146 -0.860
62 H -2.872 1.153 2.308
63 H -4.076 1.900 4.313
64 H -3.183 3.764 5.672
65 H -1.076 4.873 5.010
66 H 0.140 4.132 3.018
67 H 2.750 2.817 -0.076
68 H 4.981 2.607 0.921
69 H 5.244 1.739 3.220
70 H 3.245 1.112 4.541
71 H 0.996 1.326 3.558
72 H 1.062 2.496 -1.668
73 H 3.012 2.874 -3.067
74 H 2.929 2.384 -5.493
75 H 0.852 1.473 -6.485
76 H -1.135 1.143 -5.102
77 H -4.046 3.161 -0.855
78 H -5.854 2.820 0.666
79 H -6.187 0.622 1.791
80 H -4.516 -1.170 1.399
81 H -2.786 -0.921 -0.009
82 C 4.072 -2.260 2.858
83 C 2.602 -2.234 3.018
84 N 1.925 -2.754 3.992
85 N 0.626 -2.483 3.692
86 C 0.475 -1.804 2.563
87 S -1.012 -1.195 1.960
88 N 1.737 -1.638 2.114
89 N 2.060 -0.915 0.974
90 H 4.508 -2.790 3.700
91 H 4.469 -1.245 2.825
92 H 4.352 -2.774 1.936
93 H -0.105 -2.779 4.322
94 H 2.615 -1.504 0.359
95 H 2.582 -0.083 1.245
96 F -1.144 -1.120 -2.785
97 C -1.925 -2.452 -2.834
98 F -2.291 -2.343 -1.331
99 C -3.248 -1.975 -3.453
100 F -3.798 -0.904 -2.846
101 F -4.119 -2.971 -3.379
102 F -3.023 -1.655 -4.721

Summary:
* E_LUMO: -6.39 eV
* relative energy (zero: lowest compared OMol25 entry of this formula, charge and spin): 358.2 kJ/mol
* charge: +2
* Kohn-Sham gap: 6.9 eV
* maximum force: 1.2 eV Å⁻¹

***

C41H45N7OSc | the ωB97M-V functional and the def2-TZVPD basis

Element x y z (Å)
1 Sc 0.526 -0.741 0.656
2 C -2.196 -2.639 3.709
3 C -1.564 -1.781 2.656
4 N -0.250 -1.735 2.500
5 C 0.581 -2.613 3.302
6 C 2.073 -2.495 2.917
7 N 2.333 -1.380 1.995
8 C 3.570 -1.516 1.214
9 C 3.691 -0.330 0.269
10 N 2.490 -0.259 -0.565
11 C 2.323 0.993 -1.314
12 C 0.969 0.980 -2.015
13 N -0.050 0.645 -1.034
14 C -1.295 0.866 -1.243
15 C -1.811 1.505 -2.494
16 C -2.210 0.361 -0.191
17 C -3.558 0.603 -0.169
18 C -4.328 0.024 0.867
19 C -3.721 -0.777 1.796
20 C -2.327 -0.998 1.737
21 N -1.590 -0.396 0.750
22 H -2.010 -3.693 3.486
23 H -3.271 -2.502 3.766
24 H -1.772 -2.440 4.695
25 H 0.276 -3.655 3.160
26 H 0.461 -2.400 4.370
27 H 2.396 -3.408 2.417
28 H 2.685 -2.394 3.818
29 H 2.375 -0.507 2.517
30 H 3.498 -2.443 0.640
31 H 4.460 -1.586 1.850
32 H 4.609 -0.408 -0.322
33 H 3.747 0.600 0.843
34 H 2.466 -1.047 -1.212
35 H 3.124 1.149 -2.044
36 H 2.352 1.812 -0.591
37 H 0.959 0.214 -2.801
38 H 0.791 1.948 -2.490
39 H -1.400 2.510 -2.611
40 H -2.892 1.568 -2.518
41 H -1.486 0.916 -3.356
42 H -4.034 1.214 -0.919
43 H -5.394 0.203 0.912
44 H -4.309 -1.234 2.578
45 C 0.351 -2.364 -0.829
46 C -0.136 -2.625 -1.931
47 C -0.631 -2.854 -3.213
48 C 0.199 -2.454 -4.347
49 C 1.597 -2.422 -4.222
50 C 2.396 -1.988 -5.264
51 C 1.824 -1.569 -6.459
52 C 0.443 -1.593 -6.599
53 C -0.362 -2.032 -5.561
54 C -1.994 -3.352 -3.363
55 C -2.926 -3.164 -2.331
56 C -4.222 -3.630 -2.454
57 C -4.620 -4.301 -3.604
58 C -3.705 -4.505 -4.628
59 C -2.408 -4.037 -4.514
60 H 2.041 -2.765 -3.295
61 H 3.473 -1.990 -5.152
62 H 2.450 -1.235 -7.277
63 H -0.013 -1.266 -7.525
64 H -1.437 -2.032 -5.681
65 H -2.613 -2.646 -1.432
66 H -4.927 -3.470 -1.648
67 H -5.634 -4.667 -3.698
68 H -4.003 -5.041 -5.520
69 H -1.699 -4.220 -5.311
70 C 0.578 4.825 4.623
71 N 0.094 3.752 3.765
72 N 0.972 3.098 2.919
73 C 0.428 1.879 2.570
74 O 0.957 1.162 1.690
75 C -0.759 1.740 3.335
76 C -0.908 2.891 4.060
77 C -1.937 3.244 5.074
78 C 1.873 3.829 2.093
79 C 1.425 4.932 1.379
80 C 2.309 5.609 0.553
81 C 3.620 5.173 0.428
82 C 4.058 4.067 1.143
83 C 3.186 3.396 1.988
84 H 1.604 5.051 4.350
85 H 0.550 4.522 5.670
86 H -0.024 5.722 4.487
87 H -1.423 0.894 3.308
88 H -2.751 2.525 5.037
89 H -2.340 4.241 4.898
90 H -1.511 3.225 6.079
91 H 0.394 5.250 1.470
92 H 1.970 6.474 -0.001
93 H 4.306 5.702 -0.221
94 H 5.084 3.736 1.056
95 H 3.512 2.545 2.571

Summary:
* E_LUMO (alpha / beta): -2.32 / -2.60 eV
* relative energy (zero: lowest compared OMol25 entry of this formula, charge and spin): 0.0 kJ/mol
* charge: +1
* Kohn-Sham gap (alpha / beta): 5.9 / 5.4 eV
* maximum force: 0.6 eV Å⁻¹

***

C41H46As2CoN3O2P | the ωB97M-V functional and the def2-TZVPD basis

Element x y z (Å)
1 Co -0.095 0.138 0.976
2 C -2.534 -3.026 3.037
3 C -2.203 -1.710 2.410
4 O -1.127 -1.566 1.836
5 C -3.197 -0.592 2.477
6 C -4.430 -0.818 3.007
7 C -5.421 0.201 3.075
8 C -5.163 1.491 2.590
9 C -3.942 1.765 2.048
10 C -2.906 0.747 1.970
11 O -1.807 1.081 1.455
12 H -1.707 -3.711 2.877
13 H -3.438 -3.448 2.594
14 H -2.714 -2.911 4.108
15 H -4.684 -1.797 3.388
16 H -6.385 -0.030 3.509
17 H -5.928 2.254 2.647
18 H -3.697 2.741 1.653
19 C 1.554 -1.984 3.829
20 As 1.806 -1.055 2.158
21 C 3.538 -0.251 2.423
22 C 2.132 -2.532 0.884
23 C 3.594 -2.804 0.674
24 C 4.280 -3.688 1.497
25 C 5.646 -3.888 1.331
26 C 6.334 -3.207 0.338
27 C 5.654 -2.331 -0.495
28 C 4.290 -2.132 -0.325
29 H 2.421 -2.623 3.989
30 H 0.654 -2.593 3.782
31 H 1.476 -1.270 4.646
32 H 4.254 -1.048 2.619
33 H 3.488 0.423 3.278
34 H 3.865 0.287 1.534
35 H 1.639 -2.276 -0.054
36 H 1.609 -3.390 1.307
37 H 3.746 -4.241 2.262
38 H 6.170 -4.587 1.970
39 H 7.395 -3.372 0.202
40 H 6.184 -1.816 -1.287
41 H 3.754 -1.464 -0.996
42 C 0.852 -3.586 -4.483
43 C -0.504 -3.680 -4.197
44 C -1.073 -2.872 -3.221
45 C -0.265 -1.975 -2.535
46 C 1.098 -1.883 -2.808
47 C 1.655 -2.689 -3.790
48 As -0.995 -0.767 -1.255
49 C -2.812 -1.270 -0.868
50 C -3.273 -2.422 -0.245
51 C -4.633 -2.559 0.000
52 C -5.507 -1.533 -0.347
53 C -5.040 -0.385 -0.975
54 C -3.685 -0.253 -1.260
55 C -3.070 0.845 -2.056
56 C -3.756 1.876 -2.688
57 C -3.081 2.725 -3.555
58 C -1.728 2.535 -3.823
59 C -1.030 1.523 -3.176
60 C -1.700 0.712 -2.273
61 H 1.286 -4.217 -5.247
62 H -1.123 -4.383 -4.737
63 H -2.133 -2.945 -3.011
64 H 1.733 -1.201 -2.251
65 H 2.713 -2.627 -4.008
66 H -2.590 -3.221 0.020
67 H -5.018 -3.471 0.439
68 H -6.567 -1.644 -0.161
69 H -5.741 0.384 -1.274
70 H -4.823 1.996 -2.549
71 H -3.625 3.507 -4.067
72 H -1.233 3.157 -4.559
73 H 0.010 1.339 -3.423
74 C 3.416 4.194 -0.330
75 N 2.555 4.444 0.929
76 C 1.388 5.375 0.522
77 N 0.648 4.804 -0.546
78 C 1.511 4.558 -1.705
79 N 2.622 3.656 -1.376
80 C 2.188 2.283 -1.120
81 P 1.014 2.227 0.308
82 C 2.055 3.156 1.523
83 C -0.116 3.617 -0.155
84 H 4.221 3.524 -0.035
85 H 3.819 5.168 -0.603
86 H 3.130 4.923 1.626
87 H 1.855 6.313 0.225
88 H 0.780 5.525 1.413
89 H 1.922 5.506 -2.050
90 H 0.917 4.122 -2.505
91 H 3.052 1.645 -0.917
92 H 1.694 1.884 -2.005
93 H 2.919 2.560 1.822
94 H 1.477 3.394 2.416
95 H -0.759 3.844 0.697
96 H -0.760 3.299 -0.974

Summary:
* <S²>: 6.04
* spin multiplicity: 5
* E_LUMO (alpha / beta): -7.78 / -10.43 eV
* relative energy (zero: lowest compared OMol25 entry of this formula, charge and spin): 0.0 kJ/mol
* charge: +3
* Kohn-Sham gap (alpha / beta): 7.4 / 4.7 eV
* maximum force: 0.6 eV Å⁻¹